Record 1
{"formula": "C36H42Br4N6O11Sr", "method": "ωB97M-V/def2-TZVPD", "e_homo_ev": -13.5, "e_tot_ev": -350455.7484, "charge": 2, "elements": ["Sr", "Br", "Br", "Br", "Br", "O", "O", "O", "O", "O", "O", "O", "O", "O", "O", "O", "N", "N", "N", "N", "N", "N", "C", "C", "C", "C", "C", "C", "C", "C", "C", "C", "C", "C", "C", "C", "C", "C", "C", "C", "C", "C", "C", "C", "C", "C", "C", "C", "C", "C", "C", "C", "C", "C", "C", "C", "C", "C", "H", "H", "H", "H", "H", "H", "H", "H", "H", "H", "H", "H", "H", "H", "H", "H", "H", "H", "H", "H", "H", "H", "H", "H", "H", "H", "H", "H", "H", "H", "H", "H", "H", "H", "H", "H", "H", "H", "H", "H", "H", "H"], "coordinates": [[2.619, 18.430, 17.633], [0.568, 23.760, 16.632], [-1.002, 20.021, 11.968], [0.852, 20.319, 15.692], [2.062, 21.297, 10.755], [12.317, 17.530, 18.021], [1.910, 17.111, 15.543], [3.296, 15.838, 14.529], [8.572, 18.969, 12.338], [4.362, 18.924, 15.845], [1.149, 25.734, 10.279], [1.974, 27.657, 10.695], [2.500, 22.686, 19.251], [3.180, 20.991, 18.126], [6.506, 18.828, 11.837], [13.035, 18.442, 16.218], [12.165, 18.203, 17.032], [2.213, 16.347, 14.631], [5.696, 16.522, 16.287], [1.930, 26.461, 10.872], [3.252, 22.163, 18.496], [7.519, 18.381, 12.336], [7.420, 14.657, 14.387], [1.150, 15.961, 13.705], [1.395, 14.941, 12.796], [6.332, 16.258, 12.899], [4.845, 24.669, 13.378], [4.490, 19.558, 14.605], [0.421, 21.253, 9.745], [8.434, 15.600, 14.625], [4.015, 23.893, 12.594], [4.674, 26.058, 13.372], [-0.763, 15.326, 11.843], [3.687, 26.663, 12.604], [-0.770, 21.496, 10.661], [-1.029, 16.301, 12.800], [3.640, 19.040, 13.437], [2.904, 25.844, 11.776], [7.406, 17.116, 13.080], [4.396, 22.935, 18.010], [8.266, 19.652, 16.224], [8.495, 18.884, 17.366], [4.492, 24.291, 18.349], [9.803, 18.531, 17.623], [0.460, 21.835, 14.520], [6.367, 15.025, 13.549], [6.583, 23.012, 16.976], [9.283, 19.834, 15.299], [5.472, 22.318, 17.391], [8.485, 16.783, 13.903], [3.108, 24.490, 11.735], [5.621, 24.995, 17.939], [0.444, 14.654, 11.808], [6.680, 24.356, 17.280], [10.586, 19.379, 15.533], [-0.101, 16.577, 13.788], [1.220, 23.057, 14.938], [10.845, 18.718, 16.708], [5.315, 26.654, 14.007], [5.542, 24.254, 14.089], [2.500, 23.895, 11.068], [7.307, 22.535, 16.330], [5.455, 17.544, 16.107], [0.890, 21.500, 13.579], [7.439, 13.732, 14.945], [4.335, 20.635, 14.751], [4.090, 22.814, 12.679], [2.590, 19.331, 13.462], [0.746, 13.927, 11.069], [-1.913, 16.892, 12.600], [5.771, 26.036, 18.190], [9.072, 20.364, 14.381], [5.360, 21.265, 17.143], [6.373, 16.381, 17.034], [4.031, 19.615, 12.590], [6.017, 16.061, 15.400], [3.880, 18.013, 13.173], [7.292, 19.957, 15.850], [-0.360, 17.299, 14.549], [5.585, 14.289, 13.412], [3.645, 24.803, 18.784], [2.289, 22.885, 15.064], [-1.416, 15.200, 10.988], [9.402, 17.349, 13.984], [3.619, 27.740, 12.545], [7.691, 18.642, 18.048], [-1.671, 21.520, 10.055], [1.185, 23.814, 14.153], [10.015, 17.993, 18.539], [0.417, 22.096, 9.055], [9.229, 15.242, 15.267], [0.401, 20.305, 9.218], [2.314, 14.373, 12.839], [7.491, 24.954, 16.885], [5.522, 19.443, 14.246], [-0.603, 22.403, 11.234], [11.366, 19.607, 14.820], [-0.609, 22.007, 14.585], [5.508, 16.496, 12.243], [4.808, 16.094, 16.543]]}



Record 2
{"formula": "CH5NS", "method": "ωB97M-V/def2-TZVPD", "e_homo_ev": -9.2, "e_tot_ev": -13442.1566, "charge": 0, "smiles": "C=S.N", "elements": ["S", "N", "C", "H", "H", "H", "H", "H"], "coordinates": [[0.939, -1.511, 1.252], [-1.333, 1.212, -0.133], [1.396, -0.903, -0.177], [-1.208, 1.321, 0.906], [-2.232, 0.787, -0.250], [0.722, -0.306, -0.752], [-0.652, 0.495, -0.270], [2.368, -1.095, -0.577]]}



Record 3
{"formula": "C65H50N6O7RuS", "method": "ωB97M-V/def2-TZVPD", "e_homo_ev": [-2.6, -4.6], "e_tot_ev": -104904.9749, "charge": -1, "multiplicity": 6, "elements": ["Ru", "S", "O", "O", "O", "O", "O", "O", "O", "N", "N", "N", "N", "N", "N", "C", "C", "C", "C", "C", "C", "C", "C", "C", "C", "C", "C", "C", "C", "C", "C", "C", "C", "C", "C", "C", "C", "C", "C", "C", "C", "C", "C", "C", "C", "C", "C", "C", "C", "C", "C", "C", "C", "C", "C", "C", "C", "C", "C", "C", "C", "C", "C", "C", "C", "C", "C", "C", "C", "C", "C", "C", "C", "C", "C", "C", "C", "C", "C", "C", "H", "H", "H", "H", "H", "H", "H", "H", "H", "H", "H", "H", "H", "H", "H", "H", "H", "H", "H", "H", "H", "H", "H", "H", "H", "H", "H", "H", "H", "H", "H", "H", "H", "H", "H", "H", "H", "H", "H", "H", "H", "H", "H", "H", "H", "H", "H", "H", "H", "H"], "coordinates": [[0.870, 1.075, 0.363], [0.096, 1.561, 3.835], [-7.937, 2.590, 3.148], [2.486, 3.351, -0.289], [7.423, -1.308, -5.277], [-0.911, 2.458, 3.343], [0.924, 2.120, 4.882], [-3.052, 5.504, -6.621], [-1.425, -8.304, 1.135], [1.419, -1.243, -0.305], [1.289, 1.239, -1.644], [2.882, 0.665, 0.793], [-0.981, 2.030, -0.193], [1.010, 0.985, 2.609], [-1.051, -0.520, 1.071], [-4.349, 2.130, 3.083], [2.179, 0.378, 3.023], [-2.752, 3.461, 0.228], [-4.122, 1.573, 1.827], [2.321, 0.616, -2.238], [4.679, -0.791, 3.651], [-0.114, -2.797, 0.882], [4.437, -0.352, 2.367], [-2.118, 2.228, 0.580], [6.392, -1.120, -4.404], [5.432, -2.069, -4.098], [-9.031, 2.498, 2.268], [2.254, -3.319, 0.196], [-1.721, 0.474, 5.532], [-0.731, 0.167, 4.609], [-0.875, -2.141, 5.214], [-2.746, 1.255, 1.343], [4.453, -1.787, -3.148], [-1.028, 3.002, -1.141], [0.676, 2.000, -2.615], [5.462, -0.371, 1.357], [7.507, -2.564, -5.909], [-2.367, 4.833, -5.642], [-2.263, -0.041, 1.507], [-5.214, 1.363, 0.995], [-2.316, -0.536, 6.269], [-2.406, -2.249, 1.800], [3.219, -2.644, -0.507], [1.122, -2.436, 0.289], [-6.713, 2.232, 2.659], [6.316, 0.138, -3.808], [-1.113, -1.864, 1.232], [1.589, 2.985, 0.437], [-1.597, 2.865, -4.503], [-2.300, 3.449, -5.548], [-0.389, -4.249, 0.991], [-3.100, -1.115, 1.994], [1.334, 1.803, -3.852], [-6.503, 1.688, 1.399], [-3.934, 4.742, -7.415], [-1.049, -6.993, 1.030], [4.410, -0.571, -2.486], [3.176, 0.216, 2.014], [1.012, 3.931, 1.462], [2.490, -0.047, 4.326], [-0.810, -4.885, 2.165], [3.704, -0.634, 4.625], [-1.447, -9.055, -0.055], [-1.145, -6.226, 2.185], [-0.999, 5.018, -3.670], [-5.627, 2.450, 3.501], [-1.697, 5.612, -4.707], [-0.263, -5.051, -0.146], [2.366, 0.920, -3.610], [-1.881, -1.846, 6.121], [5.229, 0.150, 0.159], [-0.345, 2.925, -2.377], [-0.952, 3.631, -3.533], [2.653, -1.382, -0.823], [-0.312, -1.141, 4.434], [-2.078, 3.947, -0.842], [3.883, 0.658, -0.254], [5.331, 0.405, -2.883], [3.318, -0.212, -1.489], [-0.580, -6.402, -0.136], [-9.226, 1.465, 1.964], [1.451, 3.696, 2.434], [-3.495, 2.346, 3.707], [-1.737, 6.690, -4.809], [-2.096, -8.593, -0.806], [3.077, 0.546, -4.327], [3.901, -0.949, 5.643], [-3.107, -0.299, 6.970], [-8.882, 3.108, 1.372], [-2.003, 1.508, 5.676], [-0.062, 3.823, 1.572], [3.963, 1.686, -0.626], [7.606, -3.375, -5.181], [3.702, -2.537, -2.941], [-1.484, -6.701, 3.097], [0.438, -1.385, 3.695], [-5.808, 2.883, 4.477], [-0.445, -9.179, -0.477], [2.307, -4.313, 0.612], [-0.470, 5.638, -2.956], [-1.560, 1.786, -4.418], [-2.319, -2.637, 6.717], [-1.843, -10.034, 0.204], [-5.056, 0.942, 0.010], [5.425, -3.027, -4.602], [-4.474, 5.450, -8.039], [-0.464, -6.973, -1.047], [7.037, 0.892, -4.096], [-2.302, 4.840, -1.401], [5.641, -1.229, 3.889], [4.221, -2.965, -0.741], [0.071, -4.592, -1.068], [6.019, 0.187, -0.573], [-9.894, 2.872, 2.815], [6.636, -2.754, -6.544], [-0.860, -4.317, 3.084], [-0.513, -3.157, 5.115], [1.270, 4.956, 1.185], [5.261, 1.404, -2.469], [1.786, 0.096, 5.125], [1.079, 2.273, -4.787], [-4.645, 4.189, -6.794], [-2.793, 2.809, -6.267], [-3.630, 3.865, 0.704], [-3.401, 4.035, -8.058], [-7.331, 1.523, 0.723], [8.400, -2.529, -6.529], [-4.093, -0.998, 2.400], [6.436, -0.768, 1.622], [-2.739, -3.255, 1.983]]}



Record 4
{"formula": "C4H6ClNS", "method": "ωB97M-V/def2-TZVPD", "e_homo_ev": [-7.9, -7.9], "e_tot_ev": -29089.0806, "charge": 0, "smiles": "C/C(Cl)=[NH+]\\[S-].C#C", "elements": ["Cl", "S", "N", "C", "C", "C", "C", "H", "H", "H", "H", "H", "H"], "coordinates": [[0.647, -1.776, -0.162], [-2.693, 0.188, 1.603], [-1.531, -0.705, 0.810], [1.024, 0.054, -2.664], [-0.227, -0.695, 0.804], [0.241, 0.944, -2.563], [0.575, 0.349, 1.495], [1.764, -0.694, -2.583], [1.717, 0.283, 1.328], [0.379, 1.456, 1.120], [-2.006, -1.599, 0.650], [0.390, 0.352, 2.584], [-0.280, 1.844, -2.420]]}



Record 5
{"formula": "C5H11NO2", "method": "ωB97M-V/def2-TZVPD", "e_homo_ev": [-7.1, -8.1], "e_tot_ev": -10942.0470, "charge": 0, "elements": ["O", "O", "N", "C", "C", "C", "C", "C", "H", "H", "H", "H", "H", "H", "H", "H", "H", "H", "H"], "coordinates": [[-0.702, 0.957, -2.815], [-0.888, -1.279, 0.415], [0.249, -0.759, -0.202], [-1.217, 0.502, -1.897], [2.059, 0.641, -0.280], [-1.236, -2.576, 0.035], [0.807, 0.437, 0.518], [-0.218, 1.649, 0.664], [-1.259, 1.593, 0.815], [1.869, 0.857, -1.318], [2.551, -0.271, -0.209], [1.021, 0.060, 1.525], [-2.154, -2.620, -0.568], [-0.084, 2.176, -0.412], [-1.364, -3.045, 0.996], [-0.407, -3.172, -0.430], [-2.101, 0.399, -1.364], [0.202, 2.217, 1.385], [2.574, 1.496, 0.189]]}



Record 6
{"formula": "C19H14ClMgN5O4S2", "method": "ωB97M-V/def2-TZVPD", "e_homo_ev": -8.5, "e_tot_ev": -75212.8297, "charge": 0, "elements": ["Cl", "S", "S", "Mg", "O", "O", "O", "O", "N", "N", "N", "N", "N", "C", "C", "C", "C", "C", "C", "C", "C", "C", "C", "C", "C", "C", "C", "C", "C", "C", "C", "C", "H", "H", "H", "H", "H", "H", "H", "H", "H", "H", "H", "H", "H", "H"], "coordinates": [[-2.450, 3.180, -3.136], [1.575, -1.854, -1.719], [4.224, -2.960, -1.295], [-0.174, -1.357, -0.060], [-1.844, -2.345, -0.498], [-4.798, 1.344, -3.857], [-3.456, -2.515, -2.045], [-4.815, -0.837, -3.459], [2.751, -2.225, 0.729], [-1.203, 1.365, -1.669], [-1.263, 0.097, -1.236], [1.580, -1.731, 1.189], [-0.736, -0.692, 1.952], [2.779, -2.303, -0.586], [1.897, 3.343, -1.980], [0.203, -0.886, 2.893], [1.480, -1.448, 2.430], [-1.262, -0.059, 4.587], [-0.028, -0.573, 4.225], [-2.255, 1.636, -2.471], [1.289, 3.187, 0.348], [2.152, 3.629, -0.645], [-2.348, -0.446, -1.770], [5.185, -3.451, 0.150], [-4.294, 0.369, -3.359], [-0.077, 2.178, -1.330], [-2.235, 0.120, 3.616], [-3.030, 0.491, -2.570], [0.779, 2.604, -2.331], [-2.593, -1.902, -1.420], [-1.924, -0.217, 2.309], [0.159, 2.460, 0.007], [0.750, -0.739, 4.958], [5.389, -2.589, 0.778], [6.116, -3.857, -0.241], [2.303, -1.606, 3.122], [3.032, 4.197, -0.378], [4.655, -4.209, 0.719], [-0.543, 2.104, 0.748], [-4.285, -1.540, -2.974], [-2.650, -0.109, 1.511], [2.579, 3.684, -2.746], [-3.213, 0.506, 3.862], [1.494, 3.416, 1.384], [0.568, 2.348, -3.360], [-1.465, 0.192, 5.620]]}



Record 7
{"formula": "C4H12NO3", "method": "ωB97M-V/def2-TZVPD", "e_homo_ev": -2.9, "e_tot_ev": -11973.2848, "charge": -1, "elements": ["O", "O", "O", "N", "C", "C", "C", "C", "H", "H", "H", "H", "H", "H", "H", "H", "H", "H", "H", "H"], "coordinates": [[1.370, -1.708, 1.619], [-1.621, -1.547, -1.278], [1.689, 2.695, -1.314], [-0.292, 0.763, -0.678], [0.727, -0.448, 1.365], [-0.937, 1.724, 0.229], [-1.210, -1.578, 0.012], [0.084, -0.601, 0.014], [-1.991, 1.569, 0.625], [-1.931, -1.259, 0.740], [1.021, -2.438, 1.230], [1.577, 0.283, 1.408], [-0.806, 2.675, -0.242], [-0.072, -0.463, 2.261], [0.729, -0.953, -0.913], [-0.438, 1.748, 1.219], [1.240, 3.446, -0.977], [-0.908, 0.421, -1.437], [-0.751, -2.564, 0.235], [0.887, 2.098, -1.329]]}



Record 8
{"formula": "C4H4N2", "method": "ωB97M-V/def2-TZVPD", "e_homo_ev": [-9.0, -8.6], "e_tot_ev": -7183.1594, "charge": 0, "elements": ["N", "N", "C", "C", "C", "C", "H", "H", "H", "H"], "coordinates": [[3.688, -0.410, 0.699], [3.575, -0.385, -0.552], [-0.820, 0.521, -0.823], [0.225, 0.075, -0.226], [-1.098, -0.582, 0.216], [2.846, 0.577, 0.059], [-1.303, -1.604, -0.251], [-1.423, 0.946, -1.696], [-1.422, -0.355, 1.281], [2.942, 1.572, 0.037]]}



Record 9
{"formula": "C8H11ClN2Si", "method": "ωB97M-V/def2-TZVPD", "e_homo_ev": -9.0, "e_tot_ev": -31854.3417, "charge": 0, "smiles": "[H]/N=[Si](Cl)/C=C/c1ccccc1.N", "elements": ["Cl", "Si", "N", "N", "C", "C", "C", "C", "C", "C", "C", "C", "H", "H", "H", "H", "H", "H", "H", "H", "H", "H", "H"], "coordinates": [[-2.766, 1.281, 1.655], [-2.314, -0.513, 0.763], [-3.249, -1.825, 0.577], [-5.079, -1.074, -2.188], [4.604, -0.505, -0.125], [3.616, -0.167, -1.005], [-0.460, -0.326, 0.265], [2.960, -1.178, 1.449], [2.302, -0.178, -0.546], [0.582, -0.815, 1.045], [4.272, -0.990, 1.116], [1.952, -0.700, 0.669], [3.926, 0.073, -1.993], [-5.720, -1.647, -2.639], [-4.590, -1.668, -1.533], [1.611, 0.314, -1.276], [-4.216, -1.609, 0.758], [5.683, -0.459, -0.287], [0.305, -1.407, 1.919], [2.783, -1.641, 2.429], [-4.397, -0.939, -2.955], [4.962, -1.429, 1.804], [-0.365, -0.011, -0.753]]}



Q: What is the formula in the eighth record?
A: C4H4N2



Q: Which formula does entry 7 have?
A: C4H12NO3